# 1
Entry from OMol25: a molecular structure, C36H44FeN5O10SSeSi in a non-equilibrium geometry (ωB97M-V with the def2-TZVPD basis set).

Each line ends with the Löwdin charge.
CARTESIAN COORDINATES (ANGSTROEM)
Fe (-0.31, 0.40, -0.05)  0.96
C (0.46, 5.10, 4.54)  -0.19
Si (1.02, 3.33, 5.00)  0.54
C (2.41, 3.52, 6.32)  -0.21
C (-0.30, 2.30, 5.94)  -0.21
C (1.76, 2.47, 3.49)  -0.29
C (3.10, 2.25, 3.30)  -0.11
C (3.56, 1.67, 2.12)  -0.09
C (2.62, 1.30, 1.17)  -0.17
N (1.32, 1.47, 1.33)  -0.01
C (0.87, 2.06, 2.46)  -0.78
S (-0.79, 2.34, 2.63)  0.69
H (0.53, 5.78, 5.39)  0.01
H (-0.56, 5.10, 4.18)  0.01
H (1.09, 5.50, 3.75)  0.02
H (2.02, 4.00, 7.21)  0.01
H (3.25, 4.11, 5.97)  0.01
H (2.80, 2.55, 6.63)  0.02
H (-0.54, 2.74, 6.90)  0.01
H (0.07, 1.29, 6.11)  0.02
H (-1.21, 2.23, 5.36)  -0.02
H (3.81, 2.53, 4.07)  0.09
H (4.61, 1.51, 1.94)  0.08
H (2.91, 0.84, 0.24)  0.10
C (1.61, -1.37, 2.84)  -0.05
C (0.28, -2.04, 3.17)  -0.28
C (-0.90, -1.05, 3.20)  -0.21
C (-0.04, -3.20, 2.26)  -0.17
C (-0.56, -4.33, 2.88)  -0.07
C (-0.93, -5.44, 2.16)  -0.09
C (-0.79, -5.42, 0.79)  -0.06
C (-0.27, -4.32, 0.13)  -0.16
C (-0.16, -4.39, -1.38)  -0.37
C (0.93, -5.39, -1.80)  -0.06
C (-1.49, -4.79, -2.02)  -0.06
C (0.12, -3.18, 0.86)  -0.22
N (0.60, -2.06, 0.20)  0.06
C (1.61, -2.16, -0.59)  -0.11
C (2.02, -1.16, -1.49)  -0.33
C (3.10, -1.21, -2.38)  -0.06
C (3.08, -0.03, -3.09)  -0.06
C (1.99, 0.71, -2.61)  -0.29
N (1.35, 0.03, -1.65)  0.08
C (1.53, 2.07, -3.05)  -0.54
C (2.36, 2.62, -4.22)  -0.07
C (1.66, 3.03, -1.86)  -0.04
C (0.06, 1.98, -3.47)  -0.04
H (1.86, -0.63, 3.60)  0.08
H (1.55, -0.88, 1.88)  0.04
H (2.40, -2.12, 2.80)  0.09
H (0.35, -2.44, 4.20)  0.13
H (-2.15, -0.29, 1.93)  0.05
H (-0.65, -0.21, 3.87)  0.10
H (-1.77, -1.58, 3.61)  0.12
H (-0.66, -4.34, 3.96)  0.11
H (-1.32, -6.32, 2.67)  0.09
H (-1.08, -6.30, 0.22)  0.11
H (0.10, -3.40, -1.76)  0.12
H (0.72, -6.37, -1.39)  0.07
H (1.91, -5.08, -1.43)  0.06
H (0.98, -5.46, -2.88)  0.07
H (-1.72, -5.84, -1.84)  0.07
H (-1.45, -4.63, -3.10)  0.08
H (-2.30, -4.19, -1.62)  0.05
H (2.24, -3.06, -0.57)  0.13
H (3.79, -2.03, -2.50)  0.09
H (3.77, 0.26, -3.87)  0.08
H (3.40, 2.74, -3.92)  0.08
H (1.97, 3.60, -4.50)  0.08
H (2.31, 1.97, -5.08)  0.08
H (2.68, 3.01, -1.47)  0.08
H (0.97, 2.73, -1.07)  0.05
H (1.42, 4.05, -2.16)  0.09
H (-0.04, 1.36, -4.36)  0.09
H (-0.35, 2.97, -3.68)  0.09
H (-0.52, 1.53, -2.66)  0.05
O (-2.26, -1.31, -0.59)  -0.40
Se (-2.95, -2.55, 0.95)  1.12
O (-3.95, -3.53, 0.18)  -0.55
O (-1.22, -0.58, 1.91)  -0.23
O (-3.86, -1.47, 1.73)  -0.56
O (-1.98, 4.48, -0.86)  0.03
C (-2.02, 3.25, -0.84)  -0.63
O (-1.15, 2.46, -0.36)  -0.17
C (-3.23, 2.54, -1.49)  -0.08
C (-4.28, 3.20, -2.13)  0.07
C (-5.28, 2.42, -2.72)  -0.15
C (-5.24, 1.03, -2.74)  0.09
C (-4.16, 0.38, -2.13)  -0.14
C (-3.20, 1.17, -1.48)  0.06
N (-4.03, -0.98, -2.19)  -0.19
O (-4.80, -1.73, -2.82)  0.04
O (-2.80, -1.58, -1.85)  -0.09
N (-6.35, 3.08, -3.39)  -0.35
O (-7.17, 2.40, -4.01)  0.05
O (-6.42, 4.31, -3.33)  0.05
H (-4.32, 4.28, -2.16)  0.12
H (-6.01, 0.46, -3.23)  0.12
H (-2.40, 0.71, -0.92)  0.07

Highest occupied orbital energy (alpha / beta) = -0.0842 / -0.0838 Eh
Multiplicity = 6
Frontier orbital gap (alpha / beta) = 5.8 / 5.9 eV
Total charge = -2

=====

# 2
Entry from OMol25: 3 unconnected molecules or ions with the total composition C3H9NO2 in a non-equilibrium geometry (ωB97M-V with the def2-TZVPD basis set).

Each line ends with the Löwdin charge.
CARTESIAN COORDINATES (ANGSTROEM)
C (-0.76, -1.62, -0.29)  -0.21
C (0.54, -1.45, -0.21)  -0.02
C (-1.76, 0.56, 0.00)  -0.10
N (-1.83, -0.61, -0.49)  -0.01
H (-1.33, -2.55, -0.36)  0.09
H (1.08, -0.54, -0.04)  0.01
H (1.31, -2.22, -0.37)  0.06
H (-2.51, 1.28, -0.41)  0.08
H (-1.06, 1.27, 0.46)  0.06
H (0.63, 1.52, -2.23)  0.06
H (0.89, 1.46, -0.84)  0.02
O (0.18, 1.76, -1.41)  -0.06
H (0.80, 0.20, 2.30)  0.04
H (2.34, 0.26, 2.05)  0.05
O (1.49, 0.68, 1.84)  -0.07

Highest occupied orbital energy = -0.3394 Eh
Structure (SMILES) = C=CN=C.O.O
Frontier orbital gap = 9.8 eV

=====

# 3
Entry from OMol25: a gas-phase ion, C2H7N4O2 (charge +1) in a non-equilibrium geometry (ωB97M-V with the def2-TZVPD basis set).

Each line ends with the Löwdin charge.
CARTESIAN COORDINATES (ANGSTROEM)
C (1.99, 0.78, -0.92)  0.16
C (-0.74, -0.97, 0.86)  -0.14
N (1.16, 0.09, -0.25)  -0.28
N (-0.04, -0.15, 1.58)  0.06
N (-1.56, -0.65, -0.11)  0.02
N (-1.45, 0.63, -0.73)  0.08
O (0.85, -1.10, -0.39)  0.02
O (0.67, 0.80, 0.92)  0.03
H (2.41, 0.38, -1.83)  0.13
H (2.18, 1.80, -0.58)  0.13
H (-0.85, -1.99, 1.24)  0.19
H (-2.19, -1.31, -0.46)  0.15
H (-1.03, 0.65, -1.60)  0.07
H (-1.92, 1.45, -0.16)  0.19
H (0.52, -0.39, 2.43)  0.20

Highest occupied orbital energy = -0.5124 Eh
Structure (SMILES) = C=[N+]([O-])ON/C=[NH+]\N
Frontier orbital gap = 10.5 eV
Total charge = +1

=====

# 4
Entry from OMol25: 3 unconnected molecules or ions with the total composition C4H14N2O2 in a non-equilibrium geometry (ωB97M-V with the def2-TZVPD basis set).

Each line ends with the Löwdin charge.
CARTESIAN COORDINATES (ANGSTROEM)
C (1.44, 0.63, 0.57)  -0.28
C (0.63, 1.23, -0.61)  -0.22
C (-0.64, 0.48, -0.94)  -0.14
C (-1.71, 0.53, -0.13)  -0.26
N (-2.91, -0.13, -0.30)  0.05
N (1.29, -0.79, 0.79)  -0.01
H (1.12, 1.14, 1.48)  0.09
H (2.50, 0.87, 0.48)  0.11
H (0.35, 2.24, -0.33)  0.10
H (1.21, 1.35, -1.52)  0.08
H (-0.53, -0.32, -1.67)  0.09
H (-1.62, 1.31, 0.61)  0.11
H (-3.43, -0.22, 0.56)  0.07
H (-2.80, -1.00, -0.80)  0.08
H (1.96, -1.42, 0.39)  0.06
H (0.34, -1.13, 0.81)  0.04
H (-0.91, -0.15, 2.95)  0.03
H (-1.49, -1.52, 2.66)  0.05
O (-1.75, -0.58, 2.74)  -0.06
H (1.79, -0.74, -1.99)  0.00
H (2.88, -1.26, -2.96)  0.04
O (2.30, -0.52, -2.77)  -0.05

Highest occupied orbital energy = -0.2941 Eh
Structure (SMILES) = N/C=C/CCN.O.O
Frontier orbital gap = 8.6 eV

=====

# 5
Entry from OMol25: 7 unconnected molecules or ions with the total composition C22H63N5O7 in a non-equilibrium geometry (ωB97M-V with the def2-TZVPD basis set).

Each line ends with the Löwdin charge.
CARTESIAN COORDINATES (ANGSTROEM)
C (3.64, -4.25, 1.43)  -0.05
C (3.89, -3.07, 0.36)  -0.37
C (3.72, -1.78, 1.14)  -0.19
O (2.33, -1.47, 1.49)  -0.24
C (2.18, -0.68, 2.69)  -0.09
N (5.30, -3.24, -0.18)  0.06
H (3.93, -5.20, 1.25)  0.00
H (2.51, -4.17, 1.78)  0.11
H (4.39, -4.23, 2.31)  0.10
H (3.24, -3.17, -0.37)  0.05
H (4.33, -1.23, 0.58)  0.07
H (4.50, -1.70, 1.86)  0.12
H (2.79, 0.49, 2.75)  0.16
H (2.42, -1.47, 3.39)  0.07
H (1.11, -0.51, 3.00)  0.08
H (5.35, -2.42, -0.71)  0.02
H (5.39, -4.06, -0.79)  0.08
C (0.14, 5.99, -1.86)  -0.03
C (-1.25, 5.87, -1.31)  -0.52
C (-2.46, 6.02, -2.25)  -0.15
O (-2.55, 7.48, -2.39)  -0.17
C (-3.60, 7.80, -3.43)  -0.04
N (-1.32, 4.69, -0.63)  0.02
H (0.14, 5.16, -2.66)  0.10
H (0.92, 5.72, -1.15)  0.08
H (0.39, 6.94, -2.20)  0.05
H (-1.29, 6.39, -0.35)  0.15
H (-3.19, 5.55, -1.57)  0.13
H (-2.20, 5.54, -3.12)  0.08
H (-3.37, 7.44, -4.35)  0.04
H (-3.60, 8.76, -3.43)  0.02
H (-4.53, 7.15, -3.27)  0.12
H (-1.25, 3.96, -1.25)  0.01
H (-2.16, 4.61, -0.02)  0.11
C (1.47, 1.81, -0.38)  -0.08
C (0.64, 0.78, -1.06)  -0.47
C (0.27, 1.11, -2.55)  -0.16
O (-0.40, 2.37, -2.46)  -0.23
C (-0.68, 2.78, -3.81)  -0.11
N (1.50, -0.33, -1.05)  -0.01
H (2.31, 2.25, -1.08)  0.13
H (2.11, 1.27, 0.45)  0.10
H (1.16, 2.71, -0.08)  0.00
H (-0.25, 0.58, -0.37)  0.14
H (-0.47, 0.35, -2.96)  0.13
H (1.30, 1.21, -3.18)  0.16
H (0.17, 3.22, -4.17)  0.05
H (-1.50, 3.59, -3.74)  0.09
H (-1.22, 2.07, -4.49)  0.10
H (0.87, -1.11, -1.40)  0.05
H (1.72, -0.86, -0.13)  0.10
C (-2.63, -2.82, 4.13)  -0.09
C (-3.77, -1.77, 4.06)  -0.41
C (-3.86, -1.07, 2.66)  -0.10
O (-2.61, -0.16, 2.65)  -0.27
C (-2.52, 0.74, 1.60)  -0.16
N (-5.05, -2.58, 4.12)  -0.02
H (-2.71, -3.59, 3.36)  0.07
H (-2.58, -3.16, 5.22)  0.09
H (-1.63, -2.39, 3.86)  0.07
H (-3.51, -1.16, 4.92)  0.12
H (-4.84, -0.41, 2.46)  0.15
H (-3.86, -1.70, 1.81)  0.08
H (-3.46, 1.40, 1.87)  0.12
H (-2.56, 0.19, 0.76)  0.02
H (-1.48, 1.39, 1.57)  0.13
H (-5.86, -1.97, 3.93)  0.05
H (-5.36, -2.92, 5.15)  0.13
C (-0.96, -2.98, 0.72)  -0.02
C (-0.25, -3.53, -0.60)  -0.43
C (-0.72, -4.90, -0.90)  -0.18
O (-0.65, -5.85, 0.26)  -0.18
C (-1.52, -7.01, -0.07)  -0.08
N (-0.26, -2.62, -1.70)  0.05
H (-0.61, -3.54, 1.64)  0.09
H (-2.10, -3.03, 0.52)  0.10
H (-0.84, -1.94, 0.85)  0.03
H (0.84, -3.58, -0.31)  0.14
H (-0.43, -5.23, -1.73)  0.04
H (-1.76, -4.86, -1.13)  0.11
H (-1.36, -7.60, 0.80)  0.06
H (-1.08, -7.55, -1.04)  0.14
H (-2.59, -6.87, 0.01)  0.07
H (-1.27, -2.64, -2.19)  0.17
H (0.20, -3.07, -2.34)  0.01
C (4.01, -0.84, -3.58)  -0.24
O (3.73, -1.52, -2.44)  -0.17
H (5.00, -0.28, -3.61)  0.07
H (3.17, -0.04, -3.87)  0.09
H (4.16, -1.45, -4.51)  0.07
H (3.22, -1.06, -1.69)  0.07
C (2.02, 3.05, 2.81)  -0.17
O (2.31, 2.13, 3.91)  -0.17
H (0.83, 3.33, 2.65)  0.13
H (2.52, 3.10, 1.71)  0.10
H (2.41, 3.98, 3.26)  0.05
H (1.48, 1.71, 4.14)  0.05

Highest occupied orbital energy = -0.3206 Eh
Structure (SMILES) = COC[C@H](C)N.COC[C@H](C)N.COC[C@H](C)N.COC[C@H](C)N.COC[C@H](C)N.CO.CO
Frontier orbital gap = 9.3 eV

=====

# 6
Entry from OMol25: a molecular structure, C31H23Br2N5O2Tl in a non-equilibrium geometry (ωB97M-V with the def2-TZVPD basis set).

Each line ends with the Löwdin charge.
CARTESIAN COORDINATES (ANGSTROEM)
Tl (-0.01, 0.21, -0.19)  0.93
C (-1.49, -3.10, -1.66)  0.02
O (-1.21, -2.67, -0.30)  -0.11
C (-1.85, -3.23, 0.69)  -0.17
C (-2.83, -4.21, 0.56)  -0.01
C (-3.41, -4.75, 1.69)  -0.62
Br (-4.70, -6.06, 1.52)  1.03
C (-3.07, -4.30, 2.99)  0.02
C (-2.15, -3.29, 3.16)  -0.04
C (-1.48, -2.77, 2.03)  -0.10
O (-0.48, -1.92, 2.10)  0.08
C (-1.93, -2.81, 4.53)  -0.19
N (-2.10, -3.61, 5.58)  0.24
C (-1.83, -2.87, 6.65)  -0.14
C (-1.87, -3.24, 8.04)  0.09
C (-1.64, -2.26, 8.96)  0.00
C (-1.35, -0.94, 8.54)  0.07
C (-1.31, -0.54, 7.18)  0.07
C (-1.52, -1.52, 6.27)  -0.14
N (-1.58, -1.54, 4.87)  0.20
H (-1.45, -4.18, -1.74)  0.11
H (-0.69, -2.68, -2.26)  0.10
H (-2.45, -2.71, -1.98)  0.12
H (-3.12, -4.57, -0.42)  0.12
H (-3.55, -4.73, 3.86)  0.13
H (-0.13, -1.85, 3.00)  0.15
H (-2.04, -4.27, 8.32)  0.15
H (-1.66, -2.49, 10.01)  0.14
H (-1.15, -0.19, 9.30)  0.14
H (-1.13, 0.49, 6.90)  0.14
H (-1.63, -0.72, 4.29)  0.14
C (3.16, 3.38, 1.84)  -0.02
C (2.34, 2.31, 1.51)  -0.14
N (1.91, 2.07, 0.28)  0.01
C (2.29, 2.90, -0.71)  -0.16
C (3.09, 4.03, -0.47)  -0.12
C (3.52, 4.25, 0.85)  0.03
C (3.46, 4.89, -1.56)  0.01
C (3.09, 4.60, -2.82)  0.01
C (2.33, 3.42, -3.11)  -0.12
C (2.00, 3.03, -4.42)  0.03
C (1.30, 1.88, -4.64)  -0.02
C (0.90, 1.13, -3.52)  -0.13
N (1.18, 1.47, -2.28)  0.00
C (1.91, 2.58, -2.06)  -0.16
H (3.50, 3.52, 2.86)  0.12
H (2.02, 1.61, 2.28)  0.10
H (4.16, 5.11, 1.06)  0.13
H (4.04, 5.78, -1.34)  0.13
H (3.38, 5.24, -3.64)  0.13
H (2.32, 3.65, -5.25)  0.13
H (1.05, 1.54, -5.63)  0.12
H (0.34, 0.21, -3.66)  0.10
Br (-1.69, 1.69, 2.36)  0.70
C (-2.77, 2.20, 0.85)  -0.72
C (-3.82, 3.07, 1.05)  -0.08
C (-4.58, 3.39, -0.07)  -0.02
C (-4.26, 2.84, -1.29)  -0.02
C (-3.17, 1.98, -1.37)  -0.11
N (-2.43, 1.66, -0.30)  -0.07
H (-4.04, 3.49, 2.02)  0.11
H (-5.41, 4.08, 0.03)  0.13
H (-4.83, 3.06, -2.18)  0.12
H (-2.87, 1.54, -2.31)  0.12

Highest occupied orbital energy (alpha / beta) = -0.5480 / -0.5480 Eh
Frontier orbital gap (alpha / beta) = 3.2 / 3.3 eV
Total charge = +3

=====

# 7
Entry from OMol25: a molecular structure, C6H6N2 in a non-equilibrium geometry (ωB97M-V with the def2-TZVPD basis set).

Each line ends with the Löwdin charge.
CARTESIAN COORDINATES (ANGSTROEM)
C (1.40, 0.32, -2.57)  0.11
C (0.46, 0.03, -1.77)  -0.01
C (-0.28, -0.27, -0.42)  -0.55
C (0.56, 0.09, 0.88)  -0.16
C (-0.68, 0.84, 1.35)  -0.27
C (-0.38, -1.68, -0.21)  -0.14
H (1.96, 0.39, -3.53)  0.05
H (1.03, -0.97, 1.27)  0.15
H (1.35, 1.07, 0.99)  0.17
H (-1.25, 0.71, 2.59)  0.18
H (-0.52, 2.22, 1.26)  0.17
H (-2.37, -0.31, 0.27)  0.21
N (-1.43, 0.44, 0.11)  -0.05
N (0.13, -2.89, -0.22)  0.15

Highest occupied orbital energy = -0.3574 Eh
Frontier orbital gap = 9.6 eV

=====

# 8
Entry from OMol25: 6 unconnected molecules or ions with the total composition H12O6 in a non-equilibrium geometry (ωB97M-V with the def2-TZVPD basis set).

Each line ends with the Löwdin charge.
CARTESIAN COORDINATES (ANGSTROEM)
H (0.60, -0.29, 1.48)  -0.04
H (2.01, 0.23, 1.54)  0.03
H (1.12, 1.81, -0.83)  0.02
H (0.13, 2.08, -1.88)  0.09
H (5.19, -0.70, -0.93)  0.00
H (3.86, -1.16, -0.24)  0.07
H (-1.22, -2.78, -0.31)  0.05
H (-0.77, -1.40, -0.59)  0.07
H (-3.33, -2.01, -0.52)  0.06
H (-3.29, -0.91, 0.72)  0.08
H (-2.62, 2.74, 0.86)  0.00
H (-2.46, 1.52, 1.49)  0.04
O (1.45, -0.53, 1.49)  0.01
O (0.54, 2.57, -1.07)  -0.11
O (4.67, -0.57, -0.16)  -0.07
O (-1.46, -2.04, -0.86)  -0.11
O (-2.89, -1.26, -0.14)  -0.15
O (-2.22, 1.93, 0.64)  -0.04

Highest occupied orbital energy = -0.3024 Eh
Structure (SMILES) = O.O.O.O.O.O
Frontier orbital gap = 8.5 eV

=====

What did the seventh record say?
Entry from OMol25: a molecular structure, C6H6N2 in a non-equilibrium geometry (ωB97M-V with the def2-TZVPD basis set).

Each line ends with the Löwdin charge.
CARTESIAN COORDINATES (ANGSTROEM)
C (1.40, 0.32, -2.57)  0.11
C (0.46, 0.03, -1.77)  -0.01
C (-0.28, -0.27, -0.42)  -0.55
C (0.56, 0.09, 0.88)  -0.16
C (-0.68, 0.84, 1.35)  -0.27
C (-0.38, -1.68, -0.21)  -0.14
H (1.96, 0.39, -3.53)  0.05
H (1.03, -0.97, 1.27)  0.15
H (1.35, 1.07, 0.99)  0.17
H (-1.25, 0.71, 2.59)  0.18
H (-0.52, 2.22, 1.26)  0.17
H (-2.37, -0.31, 0.27)  0.21
N (-1.43, 0.44, 0.11)  -0.05
N (0.13, -2.89, -0.22)  0.15

Highest occupied orbital energy = -0.3574 Eh
Frontier orbital gap = 9.6 eV